128
Properties=species:S:1:pos:R:3:forces:R:3:lowdin_charge:R:1 method="wB97M-V/def2-TZVPD" max_force_ha_per_bohr=0.0547 gap_ev="4.461 / 3.033" multiplicity=2 s2=0.755 e_above_lowest_kj_mol=156.3 total_charge=-2
Tl 0.953 0.746 1.140 0.27 0.69 0.23 0.86
O 0.210 -1.738 7.132 0.48 -0.25 -0.34 0.08
C -0.703 -0.816 6.990 -0.17 -0.05 0.28 -0.55
O -1.582 -0.654 7.816 -0.02 -0.01 0.01 0.02
C -0.630 0.049 5.784 -0.09 0.32 -0.19 -0.05
C -1.443 1.154 5.569 0.29 -0.46 0.09 -0.57
Cl -2.743 1.695 6.511 -0.26 0.14 0.11 0.80
N -1.094 1.723 4.391 0.06 -0.60 0.82 -0.05
N -0.115 1.013 3.820 0.56 0.00 -0.60 0.13
C 0.200 0.015 4.626 -0.30 0.16 0.24 -0.10
C 1.308 -0.962 4.252 -0.12 0.08 0.18 -0.57
O 1.691 -1.760 5.147 -0.12 -0.15 0.38 0.02
O 1.765 -0.928 3.106 0.03 0.31 -0.71 -0.12
C -1.626 2.876 3.767 -0.30 0.41 -0.58 -0.17
C -1.715 2.884 2.382 -0.17 -0.07 0.30 -0.08
C -2.242 3.979 1.725 -0.06 0.01 0.15 -0.09
C -2.706 5.059 2.450 -0.07 0.01 -0.13 -0.08
C -2.608 5.057 3.831 -0.02 -0.01 0.06 -0.08
C -2.055 3.980 4.498 0.13 -0.01 0.03 -0.05
H 0.892 -1.771 6.311 -0.31 0.19 0.19 0.05
H -1.376 2.023 1.829 0.10 0.01 0.04 -0.02
H -2.281 3.978 0.646 0.04 0.04 -0.13 0.11
H -3.128 5.910 1.937 0.03 0.12 -0.04 0.10
H -2.957 5.912 4.395 0.06 0.04 0.04 0.10
H -1.953 4.012 5.572 0.06 -0.03 -0.01 0.08
O 3.003 6.718 3.767 0.02 -0.32 -0.34 0.03
C 2.710 5.711 3.126 -0.17 0.28 0.37 -0.31
C 1.423 5.474 2.406 -0.12 -0.21 0.01 -0.33
O 0.515 6.293 2.264 -0.05 0.01 -0.10 0.02
C 1.446 4.081 1.926 1.43 0.61 0.35 -0.32
C 2.667 3.437 2.419 -0.88 0.98 0.42 -0.32
O 2.871 2.214 2.396 0.08 -1.01 -0.46 -0.06
C 3.557 4.496 2.946 0.32 -0.06 -0.42 -0.32
O 4.772 4.424 3.123 -0.18 -0.12 0.23 0.02
O 0.617 3.524 1.183 -0.74 -0.76 -0.45 -0.12
C 1.861 3.777 -2.784 0.20 -0.01 -0.16 -0.04
C 1.392 3.068 -1.668 -0.09 0.10 -0.13 -0.12
N 2.095 2.138 -1.079 -0.13 -0.21 0.30 0.10
C 3.328 1.866 -1.513 0.18 0.42 -0.58 -0.16
C 3.882 2.493 -2.652 -0.46 -0.05 0.38 -0.15
C 3.099 3.468 -3.289 -0.16 -0.05 0.09 -0.02
C 5.196 2.163 -3.082 0.41 -0.19 0.03 -0.04
C 5.960 1.305 -2.367 -0.03 0.23 -0.38 -0.03
C 5.467 0.719 -1.169 -0.41 -0.09 0.48 -0.16
C 6.270 -0.069 -0.328 -0.18 -0.04 0.20 -0.02
C 5.755 -0.508 0.867 0.17 -0.01 -0.16 -0.03
C 4.411 -0.240 1.174 0.12 -0.12 0.01 -0.11
N 3.630 0.432 0.368 -0.36 -0.01 0.05 0.09
C 4.140 0.963 -0.746 0.69 -0.21 -0.23 -0.16
H 1.252 4.549 -3.230 -0.09 0.06 -0.02 0.10
H 0.422 3.269 -1.236 -0.06 0.12 0.05 0.10
H 3.498 3.970 -4.161 -0.01 0.10 -0.05 0.11
H 5.576 2.650 -3.971 0.09 -0.01 -0.08 0.11
H 6.974 1.071 -2.665 0.06 0.02 -0.07 0.11
H 7.284 -0.297 -0.634 0.07 0.02 0.09 0.11
H 6.367 -1.059 1.565 0.01 -0.09 0.06 0.10
H 3.947 -0.589 2.087 0.04 -0.05 0.15 0.10
C 2.447 -1.403 -3.117 0.00 -0.07 0.15 -0.10
C 2.628 -2.714 -2.347 -0.11 0.04 0.27 -0.67
C 4.079 -2.826 -1.887 -0.17 0.03 0.06 -0.10
C 2.283 -3.869 -3.281 -0.05 0.13 0.14 -0.09
P 1.521 -2.468 -0.791 0.09 -0.82 -0.46 1.17
C -0.089 -2.818 -1.627 0.30 0.30 0.26 -0.36
C -0.761 -1.671 -2.032 0.17 -0.08 -0.04 -0.14
C -1.906 -1.735 -2.804 0.00 -0.01 -0.25 -0.09
C -2.425 -2.969 -3.153 -0.07 0.10 -0.04 -0.08
C -1.794 -4.121 -2.718 0.02 -0.17 -0.08 -0.08
C -0.633 -4.050 -1.972 -0.05 -0.04 0.08 -0.11
C 1.767 -3.904 0.442 0.04 0.21 -0.29 -0.68
C 2.046 -5.330 -0.032 -0.07 0.21 -0.10 -0.09
C 2.925 -3.448 1.334 -0.10 0.12 -0.12 -0.11
C 0.483 -3.870 1.272 0.03 0.06 -0.05 -0.10
H 3.128 -1.357 -3.967 0.10 -0.06 -0.14 0.09
H 2.650 -0.554 -2.471 0.04 0.20 0.05 0.06
H 1.426 -1.314 -3.482 -0.08 0.06 -0.11 0.07
H 4.760 -2.707 -2.732 0.04 0.03 -0.12 0.08
H 4.275 -3.796 -1.432 0.07 -0.06 0.08 0.06
H 4.301 -2.049 -1.159 0.17 0.10 0.12 0.05
H 2.986 -3.877 -4.116 0.11 0.00 -0.11 0.08
H 1.282 -3.753 -3.688 -0.07 -0.04 -0.08 0.07
H 2.342 -4.832 -2.784 0.00 -0.19 0.08 0.06
H -0.357 -0.718 -1.719 0.03 0.14 0.01 0.05
H -2.393 -0.823 -3.118 -0.10 0.07 -0.02 0.10
H -3.331 -3.037 -3.736 -0.13 0.03 -0.07 0.11
H -2.191 -5.090 -2.985 -0.11 -0.10 0.00 0.10
H -0.158 -4.968 -1.668 0.10 -0.07 0.01 0.08
H 2.918 -5.389 -0.681 0.07 -0.01 -0.05 0.06
H 1.197 -5.773 -0.547 -0.03 -0.08 -0.08 0.06
H 2.249 -5.942 0.848 0.01 -0.09 0.08 0.08
H 3.861 -3.389 0.782 0.13 -0.01 -0.04 0.06
H 3.061 -4.145 2.160 -0.02 -0.13 0.14 0.09
H 2.700 -2.474 1.760 0.06 0.06 0.14 0.04
H -0.391 -4.129 0.675 -0.06 -0.08 0.04 0.06
H 0.342 -2.870 1.678 -0.09 0.13 0.14 0.07
H 0.561 -4.560 2.111 0.02 -0.10 0.14 0.09
C -4.472 1.377 0.930 0.89 0.08 0.27 -0.23
Ge -2.799 0.677 -0.031 -2.56 0.07 -1.17 1.09
C -2.821 1.834 -1.732 0.82 -0.26 0.89 -0.31
C -3.752 2.840 -1.969 -0.31 -0.12 0.31 -0.13
C -3.557 3.775 -2.972 -0.17 0.14 -0.17 -0.09
C -2.424 3.723 -3.767 0.06 0.07 -0.07 -0.10
C -1.482 2.734 -3.545 0.03 0.07 -0.27 -0.10
C -1.679 1.823 -2.525 0.08 -0.27 0.02 -0.15
C -3.600 -1.177 -0.422 0.97 0.28 0.70 -0.27
C -3.043 -2.143 0.380 0.13 0.39 0.01 -0.13
C -3.554 -3.443 0.465 -0.29 -0.41 -0.01 -0.07
C -4.661 -3.789 -0.258 0.23 -0.13 0.17 -0.05
C -5.276 -2.844 -1.102 0.16 0.29 0.05 -0.18
C -6.442 -3.160 -1.828 -0.16 -0.02 -0.16 -0.05
C -7.051 -2.232 -2.624 -0.09 -0.29 0.03 -0.10
C -6.490 -0.953 -2.758 0.07 0.30 -0.07 -0.09
C -5.353 -0.620 -2.073 -0.18 0.17 -0.15 -0.04
C -4.727 -1.534 -1.201 -0.28 -0.03 0.00 -0.19
H -5.377 1.270 0.336 0.08 -0.20 -0.35 0.01
H -4.346 2.422 1.198 0.02 0.11 0.00 -0.01
H -4.618 0.826 1.856 0.07 -0.12 0.06 0.01
H -4.634 2.898 -1.342 -0.04 0.10 0.00 0.09
H -4.283 4.564 -3.138 -0.03 -0.05 0.08 0.10
H -2.261 4.470 -4.535 -0.03 -0.01 -0.03 0.10
H -0.584 2.687 -4.151 0.02 0.00 0.05 0.10
H -0.906 1.098 -2.316 0.16 -0.03 -0.05 0.07
H -2.178 -1.878 0.973 0.15 -0.12 0.13 0.09
H -3.083 -4.155 1.130 0.03 -0.06 -0.02 0.10
H -5.088 -4.783 -0.195 0.01 -0.04 0.03 0.11
H -6.848 -4.160 -1.736 -0.06 -0.05 0.02 0.10
H -7.967 -2.481 -3.148 0.03 -0.01 -0.04 0.09
H -6.971 -0.229 -3.404 0.05 0.04 -0.01 0.10
H -4.909 0.359 -2.182 -0.06 0.09 -0.03 0.09